Entry 1:
The following is a quantum chemistry calculation of a cluster of 2 separate species, H2 in total at a distorted geometry, from OMol25.

```
2
Properties=species:S:1:pos:R:3:forces:R:3
H 0.00000 0.00000 1.10118 0.000 0.000 -2.597
H 0.00000 0.00000 -1.10118 0.000 0.000 2.597
```
Forces are in eV/Å.

## Properties
Kohn-Sham gap ... 7.4 eV
ΔE to the lowest compared entry with this formula, charge and spin ... 128.8 kcal per mole
HOMO ... -0.371 Ha
Energy ... -26.0025 eV
Net charge ... 0
LUMO level ... -2.72 eV

Table of Löwdin atomic charges, one value per atom, all in e:
1 H 0.00
2 H 0.00

***

Entry 2:
The following is a quantum chemistry calculation of a cluster of 2 separate species, H2 in total at a distorted geometry, from OMol25.

```
2
Properties=species:S:1:pos:R:3:forces:R:3
H 0.31590 -0.12084 1.07504 -0.699 0.267 -2.379
H -0.31590 0.12084 -1.07504 0.699 -0.267 2.379
```
Forces are in eV/Å.

## Properties
Kohn-Sham gap ... 7.2 eV
ΔE to the lowest compared entry with this formula, charge and spin ... 131.9 kcal per mole
HOMO ... -0.369 Ha
Energy ... -25.8711 eV
Net charge ... 0
LUMO level ... -2.83 eV

Table of Löwdin atomic charges, one value per atom, all in e:
1 H 0.00
2 H 0.00

***

Entry 3:
The following is a quantum chemistry calculation of a structure of composition H20HeO10 at a distorted geometry, from OMol25.

```
31
Properties=species:S:1:pos:R:3:forces:R:3
He -0.07724 0.46152 0.34994 -0.115 0.067 -0.072
O -1.38935 -2.00723 -2.41022 0.432 0.723 -0.787
H -1.36956 -2.81091 -2.92978 -0.082 -0.238 -0.067
H -1.23698 -2.29876 -1.51132 -0.223 -0.496 0.859
O 1.17962 2.28449 2.65160 0.209 -0.093 0.096
H 1.95762 2.00202 3.13240 0.261 -0.063 0.111
H 1.32446 3.21621 2.48682 -0.210 0.267 -0.221
O 0.98103 -0.25022 -2.96512 0.627 0.499 -0.078
H 1.42455 -0.60652 -3.73491 0.178 0.003 -0.217
H 0.31272 -0.90103 -2.75053 -1.039 -0.519 0.261
O -0.62667 0.24927 2.89596 -0.411 -0.763 0.075
H 0.04959 0.88285 2.65623 0.150 0.616 -0.269
H -0.34386 -0.09456 3.74333 -0.084 -0.049 0.239
O -2.98762 -1.48439 2.18807 -0.372 -0.424 -0.222
H -2.23648 -0.90561 2.05759 0.442 0.489 0.078
H -2.67691 -2.14494 2.80724 0.015 -0.066 0.242
O -1.01766 -3.38169 0.06599 -0.340 -0.350 -0.476
H -1.58987 -3.34206 0.83230 -0.375 0.161 0.064
H -0.26595 -2.83698 0.29936 0.850 0.338 0.401
O 0.22419 2.58060 -2.41586 -0.102 0.407 0.266
H 0.06568 2.86159 -3.31706 -0.091 0.070 -0.187
H 0.68868 1.74812 -2.50223 0.004 -0.460 -0.085
O 1.31728 -1.93047 0.70070 -0.304 -1.077 0.372
H 1.68159 -1.71903 1.56023 -0.101 0.015 0.196
H 1.63850 -1.23540 0.12631 0.224 0.803 -0.351
O 2.28484 0.22606 -0.54393 0.392 0.165 0.562
H 1.94620 0.18201 -1.43814 -0.382 -0.103 -0.772
H 3.22020 0.04295 -0.63224 0.332 0.047 -0.005
O -1.42003 3.73801 -0.08386 -0.100 0.154 0.428
H -1.94612 4.36405 -0.58139 -0.114 0.126 -0.076
H -1.11236 3.11012 -0.73756 0.326 -0.250 -0.365
```
Forces are in eV/Å.

## Properties
Kohn-Sham gap ... 10.9 eV
ΔE to the lowest compared entry with this formula, charge and spin ... 12.4 kcal per mole
HOMO ... -0.392 Ha
Energy ... -20879.3691 eV
Net charge ... 0
LUMO level ... 0.22 eV

Löwdin atomic charge list, values in e, 6 entries:
1 He 0.18
2 O -0.04
3 H 0.05
4 H -0.01
5 O -0.04
6 H 0.05

***

Entry 4:
The following is a quantum chemistry calculation of a cluster of 9 separate species, H20NO8 in total, from OMol25.

```
29
Properties=species:S:1:pos:R:3:forces:R:3
N -0.18454 -0.23012 -0.35767 -0.139 0.344 0.867
H -0.62483 -0.14346 -1.28834 0.249 0.222 0.155
H -0.24472 -1.22435 -0.07512 0.397 0.292 -0.299
H -0.67736 0.33732 0.35993 -0.379 -0.363 -0.416
H 0.76237 0.18983 -0.28316 -0.015 -0.675 -0.558
O -1.51625 -0.52238 -2.81831 -0.202 -0.273 -0.061
H -1.58552 -1.48408 -2.84721 0.004 0.081 -0.109
H -2.06700 -0.21421 -3.54861 0.129 0.124 0.095
O -1.35785 1.25077 1.74046 0.221 0.107 0.781
H -2.02049 0.73245 2.21730 0.002 -0.117 -0.333
H -0.74128 1.56045 2.42076 -0.079 -0.079 -0.123
O 1.81127 1.64697 -0.08224 -0.243 0.498 0.177
H 2.37501 2.06306 0.58033 0.054 0.068 -0.197
H 1.17099 2.34434 -0.32129 0.153 -0.109 0.078
O 2.80599 -0.87448 1.08902 -0.096 0.027 0.265
H 2.78800 0.00023 1.49070 0.017 -0.069 0.042
H 3.14911 -1.45298 1.78207 0.034 0.019 -0.147
O -3.30765 -0.75105 1.28880 -0.073 0.263 0.114
H -3.75807 -0.75976 0.43538 0.051 -0.031 0.065
H -3.89582 -0.23750 1.85786 -0.192 -0.265 -0.104
O 3.43711 -0.64543 -1.78688 -0.018 0.025 0.020
H 3.45237 -0.42284 -0.84685 -0.021 -0.186 -0.109
H 4.05992 -1.37463 -1.87479 -0.029 0.070 -0.023
O -0.46047 -3.04137 -0.32617 0.009 -0.289 0.058
H -0.52761 -3.58739 -1.11838 0.058 0.051 0.065
H -0.11403 -3.63712 0.35023 -0.071 0.077 -0.052
O -0.87299 3.49018 0.26299 0.112 -0.466 0.369
H -1.32294 2.82678 0.83175 0.241 0.606 -0.492
H -0.53274 4.16075 0.86742 -0.174 0.048 -0.129
```
Forces are in eV/Å.

## Properties
Kohn-Sham gap ... 10.4 eV
ΔE to the lowest compared entry with this formula, charge and spin ... 7.2 kcal per mole
HOMO ... -0.492 Ha
Energy ... -18189.9465 eV
Net charge ... +1
LUMO level ... -2.93 eV

Löwdin atomic charge list, values in e, 6 entries:
1 N 0.27
2 H 0.09
3 H 0.09
4 H 0.08
5 H 0.08
6 O -0.04

***

Entry 5:
The following is a quantum chemistry calculation of a cluster of 9 separate species, H20NO8 in total at a distorted geometry, from OMol25.

```
29
Properties=species:S:1:pos:R:3:forces:R:3
N -0.06888 -0.23559 1.38024 -0.428 0.319 0.696
H -0.79104 -0.88105 1.66654 -0.576 -0.332 0.047
H -0.41978 0.70794 1.46222 -0.546 0.608 -0.337
H 0.21084 -0.43054 0.42953 0.551 -0.084 -0.353
H 0.64974 -0.27312 2.08896 0.971 -0.415 -0.029
O 2.84586 -0.77586 5.17996 -0.207 0.089 -0.354
H 2.78680 -0.45875 6.08117 -0.007 0.144 0.246
H 3.17437 -1.67120 5.26163 0.144 -0.235 0.024
O -2.46380 3.91511 2.87794 0.094 -0.363 -0.087
H -3.08734 4.59316 2.61781 -0.210 0.154 -0.071
H -1.73810 4.39624 3.27558 0.170 0.156 0.145
O -1.82030 3.17573 -1.90073 0.158 -0.276 0.160
H -1.58840 4.04122 -2.23746 0.124 0.221 -0.123
H -2.75480 3.23766 -1.70296 -0.260 0.004 0.016
O -4.02043 -2.07604 3.55470 0.374 0.163 -0.100
H -4.84607 -1.75359 3.19335 -0.258 0.133 -0.041
H -4.12139 -3.02774 3.57184 -0.038 -0.274 0.084
O 0.72042 -1.69250 -5.56900 0.238 0.082 0.150
H 0.14307 -2.17278 -4.97551 -0.168 -0.119 0.169
H 0.26165 -1.70076 -6.40905 -0.059 0.035 -0.264
O -2.83786 -2.53470 -2.65702 0.233 0.213 0.153
H -3.36191 -2.72050 -3.43617 -0.171 0.012 -0.231
H -2.85455 -3.35041 -2.15645 -0.033 -0.241 0.098
O 3.54723 -1.69587 -2.05058 -0.182 0.179 0.284
H 3.33918 -1.63724 -2.98305 -0.096 0.044 -0.327
H 4.16317 -2.42585 -1.98754 0.195 -0.180 0.044
O 4.81358 2.77078 -1.31908 -0.179 0.140 0.178
H 5.74183 2.64602 -1.51661 0.263 0.020 -0.034
H 4.37696 2.03034 -1.74020 -0.098 -0.197 -0.141
```
Forces are in eV/Å.

## Properties
Kohn-Sham gap ... 9.6 eV
ΔE to the lowest compared entry with this formula, charge and spin ... 54.0 kcal per mole
HOMO ... -0.489 Ha
Energy ... -18187.9187 eV
Net charge ... +1
LUMO level ... -3.69 eV

Löwdin atomic charge list, values in e, 6 entries:
1 N 0.36
2 H 0.16
3 H 0.16
4 H 0.16
5 H 0.16
6 O -0.06

***

Entry 6:
The following is a quantum chemistry calculation of a cluster of 10 separate species, H20O10 in total at a distorted geometry, from OMol25.

```
30
Properties=species:S:1:pos:R:3:forces:R:3
O 14.08036 0.40523 -5.31929 -0.647 -0.040 -0.122
H 13.26374 0.89525 -5.58542 0.340 -0.613 0.707
H 14.67765 0.79022 -5.94133 1.152 0.231 -0.430
O 10.94191 -0.38500 -7.68988 0.527 0.536 -0.292
H 10.03791 -0.67738 -7.72233 -0.734 -0.224 -0.329
H 11.46414 -1.01954 -8.19232 -0.030 0.105 -0.153
O 10.67326 4.30061 -6.45238 2.093 0.573 3.718
H 10.88620 4.68134 -7.24692 0.620 1.294 -3.110
H 9.94148 3.77330 -6.54959 -2.721 -1.845 -0.430
O 10.88163 -2.45453 -5.98723 0.075 0.730 -1.007
H 10.96870 -3.07318 -6.73488 -0.022 0.253 0.583
H 11.03596 -1.55451 -6.40256 0.012 -1.520 1.042
O 8.67832 1.77386 -6.34010 0.492 -0.719 0.829
H 7.91486 2.24580 -5.98711 0.060 -0.244 0.161
H 9.01573 1.16813 -5.62626 -0.469 1.052 -0.839
O 12.28643 2.70239 -8.50809 1.019 -0.065 0.083
H 12.72464 1.84677 -8.59266 0.080 0.219 0.085
H 11.36131 2.52324 -8.65482 -0.833 0.066 -0.433
O 13.69071 3.70299 -3.59580 -2.143 -2.121 -0.159
H 13.60446 3.53426 -4.55535 0.365 0.291 0.558
H 14.29967 4.36489 -3.42118 1.766 1.839 0.139
O 11.80996 1.44646 -5.80785 -0.922 2.498 0.363
H 11.30668 1.12497 -6.53475 -0.376 -1.196 -1.026
H 11.69181 2.41758 -5.98996 0.480 -0.849 0.803
O 9.59866 2.67233 -8.82635 0.655 0.211 -2.002
H 9.43855 2.42397 -7.93683 -1.045 -0.323 1.445
H 9.04046 3.39346 -9.13005 -0.078 -0.135 0.389
O 13.74983 3.65101 -6.27463 0.270 -1.409 0.342
H 13.04163 3.68427 -6.89944 -0.892 -0.387 -1.007
H 14.09032 4.51542 -6.28173 0.901 1.794 0.092
```
Forces are in eV/Å.

## Properties
Kohn-Sham gap ... 9.4 eV
ΔE to the lowest compared entry with this formula, charge and spin ... 77.5 kcal per mole
HOMO ... -0.356 Ha
Energy ... -20799.2517 eV
Net charge ... 0
LUMO level ... -0.32 eV
SMILES ... O.O.O.O.O.O.O.O.O.O

Löwdin atomic charge list, values in e, 6 entries:
1 O -0.08
2 H -0.04
3 H 0.00
4 O -0.03
5 H 0.07
6 H 0.09